1.
Below is a structure of composition C39H46N9O6P2S2Sc at a distorted geometry, with properties calculated with the ωB97M-V functional and the def2-TZVPD basis.

Geometry as XYZ:
```
105
Properties=species:S:1:pos:R:3:mulliken_charge:R:1
Sc 0.02 0.49 -0.01 -1.18
O -5.47 4.09 -3.26 -0.64
C -4.54 4.71 -2.70 -0.26
O -4.32 5.92 -2.58 -0.71
C -3.53 3.80 -2.00 0.69
C -3.80 3.30 -0.72 -1.13
C -2.87 2.49 -0.10 -0.50
N -1.71 2.13 -0.65 1.04
C -1.47 2.57 -1.90 0.09
C -2.33 3.41 -2.59 -0.78
C -0.22 2.04 -2.54 0.61
O 0.17 2.46 -3.61 -0.73
O 0.38 1.11 -1.83 0.04
H -4.72 3.56 -0.22 0.46
H -3.07 2.11 0.90 0.48
H -2.04 3.74 -3.58 0.57
C 3.41 -1.74 1.26 -1.24
P 1.89 -1.16 2.14 1.81
C 0.95 -2.73 2.34 -1.38
C 2.72 -1.17 3.82 -1.46
C 1.90 -0.89 5.09 -1.20
P 0.85 0.62 5.01 0.91
C 2.17 1.90 4.82 -1.26
C 0.52 0.82 6.82 -1.37
H 3.86 -2.58 1.80 0.60
H 4.13 -0.92 1.22 0.37
H 3.19 -2.04 0.24 -0.12
H 1.62 -3.55 2.59 0.52
H 0.40 -2.98 1.43 0.00
H 0.22 -2.61 3.14 0.34
H 3.54 -0.45 3.75 0.44
H 3.17 -2.16 3.92 0.59
H 2.58 -0.80 5.94 0.62
H 1.23 -1.73 5.29 0.41
H 3.02 1.69 5.48 0.47
H 1.76 2.87 5.08 0.40
H 2.52 1.94 3.79 0.10
H 1.45 0.86 7.39 0.40
H -0.08 -0.02 7.18 0.38
H -0.04 1.74 6.99 0.36
C 5.37 1.15 -2.72 -0.60
C 4.42 0.15 -2.55 -0.89
C 3.38 0.33 -1.65 1.08
C 3.29 1.52 -0.92 -0.72
C 4.25 2.51 -1.09 -0.55
C 5.29 2.32 -1.98 -0.71
N 2.17 1.66 -0.03 1.54
N 2.09 2.81 0.44 -0.72
C 1.01 3.10 1.30 -0.41
C 1.01 4.37 1.84 -0.55
C -0.01 4.73 2.71 -0.91
C -0.98 3.79 3.00 -1.22
C -0.91 2.54 2.40 -0.67
N 0.05 2.20 1.55 2.09
H 6.18 1.01 -3.43 0.42
H 4.48 -0.76 -3.13 0.35
H 2.62 -0.41 -1.53 0.16
H 4.18 3.42 -0.52 0.47
H 6.03 3.10 -2.11 0.39
H 1.81 5.05 1.57 0.62
H -0.05 5.72 3.14 0.45
H -1.80 4.01 3.68 0.59
H -1.65 1.78 2.60 0.56
N -7.26 1.02 -3.04 -0.55
C -6.10 0.32 -2.84 0.85
C -6.08 -0.92 -2.17 -0.79
C -4.89 -1.58 -1.94 -0.44
C -3.70 -1.02 -2.40 -0.80
C -3.71 0.18 -3.12 -0.44
C -4.89 0.83 -3.35 -0.82
S -2.15 -1.64 -1.93 1.57
O -1.20 -1.34 -2.96 -0.76
O -2.28 -3.02 -1.50 -0.78
N -1.75 -0.71 -0.64 0.37
C -2.09 -1.06 0.62 -0.20
S -3.22 -2.28 1.17 -0.14
C -2.90 -1.81 2.81 -0.49
C -1.98 -0.83 2.85 -1.23
N -1.51 -0.40 1.62 1.23
H -8.05 0.76 -2.48 0.21
H -7.14 2.01 -3.18 0.27
H -7.01 -1.34 -1.81 0.32
H -4.87 -2.51 -1.40 0.56
H -2.77 0.58 -3.50 0.62
H -4.92 1.78 -3.88 0.40
H -3.40 -2.29 3.63 0.47
H -1.59 -0.37 3.75 0.26
N 0.88 -1.51 -0.62 1.23
C 0.91 -2.38 -1.38 -1.08
N 0.93 -3.35 -2.25 0.29
C 0.92 -4.75 -1.81 -0.77
C 2.36 -5.25 -1.72 -0.40
C 3.08 -5.04 -3.06 -0.93
C 2.99 -3.58 -3.54 -0.17
C 1.54 -3.11 -3.57 -0.73
H 0.36 -5.31 -2.55 0.44
H 0.38 -4.81 -0.86 0.38
H 2.37 -6.30 -1.44 0.46
H 2.88 -4.70 -0.93 0.13
H 2.63 -5.69 -3.81 0.36
H 4.13 -5.33 -2.96 0.40
H 3.43 -3.48 -4.53 0.44
H 3.55 -2.93 -2.86 -0.05
H 0.96 -3.69 -4.30 0.41
H 1.43 -2.06 -3.82 0.37
```

As for the charge: 0. The largest force on an atom is 0.0212 Eh/bohr.



2.
Below is the molecule C4H7NO, with properties calculated with the ωB97M-V functional and the def2-TZVPD basis.

Geometry as XYZ:
```
13
Properties=species:S:1:pos:R:3:nbo_charge:R:1
C -1.57 -0.63 0.17 -0.61
C -0.25 -0.15 -0.41 -0.11
C 0.32 1.08 0.28 -0.09
O 1.73 0.97 0.02 -0.50
C 1.91 -0.36 -0.20 0.38
N 0.89 -1.10 -0.37 -0.47
H -1.69 -1.71 0.00 0.23
H -2.41 -0.12 -0.31 0.21
H -1.63 -0.44 1.24 0.20
H -0.38 0.08 -1.48 0.19
H 0.18 1.03 1.37 0.17
H -0.07 2.02 -0.10 0.20
H 2.95 -0.67 -0.22 0.19
```

As for the charge: 0. The largest force on an atom is 0.0081 Eh/bohr. Its SMILES is C[C@H]1COC=N1.



| no. | lowest unoccupied orbital energy (eV) |
| --- | --- |
| 1 | -1.83 |
| 2 | 1.07 |